1.
Computed, not measured: a structure of composition C9H24N4S3Sn, with ωB97M-V with the def2-TZVPD basis set.

Last column: Löwdin charge in e.
Element x y z (Å)
Sn -0.38 0.74 0.19  0.875
S -2.07 0.94 -1.97  0.821
S 1.97 0.64 1.60  0.821
C -3.06 -0.56 -2.28  -0.331
C -0.71 0.69 -3.17  -0.403
C 0.42 -0.17 -2.65  -0.278
N 1.07 0.44 -1.48  -0.281
C 2.26 -0.31 -1.03  -0.283
C 2.97 0.42 0.09  -0.402
H -0.34 1.69 -3.41  0.093
H -1.12 0.28 -4.08  0.106
H 1.15 -0.32 -3.46  0.143
H 0.06 -1.16 -2.36  0.078
H 2.96 -0.46 -1.86  0.142
H 1.93 -1.29 -0.70  0.073
H 3.26 1.42 -0.23  0.093
H 3.89 -0.09 0.35  0.104
C 2.28 -0.95 2.43  -0.340
H 1.38 1.36 -1.75  0.129
H 2.31 -1.78 1.73  0.043
H 1.46 -1.11 3.13  0.019
H 3.21 -0.91 2.99  0.059
H -3.65 -0.74 -1.39  0.038
H -2.43 -1.42 -2.48  0.045
H -3.73 -0.40 -3.12  0.058
C -0.29 3.14 0.29  -0.164
C -1.16 2.72 1.24  -0.265
H -0.64 3.45 -0.69  0.078
H 0.74 3.35 0.53  0.079
H -2.23 2.68 1.05  0.080
H -0.85 2.58 2.26  0.080
N -1.82 0.11 1.60  -0.170
N -1.29 -0.89 2.37  -0.057
C -0.66 -1.94 1.70  -0.768
N -0.18 -3.07 2.41  0.124
S -0.45 -1.76 0.09  0.813
H -2.62 -0.29 1.06  0.138
H -2.24 0.81 2.25  0.149
H -1.35 -0.87 3.40  0.193
H 0.30 -3.83 1.92  0.133
H -0.32 -3.13 3.43  0.137

Properties
Charge ... +2
LUMO level (spin up / spin down) ... -6.2 / -6.1 eV
HOMO-LUMO gap (spin up / spin down) ... 5.6 / 5.5 eV
Maximum force ... 0.10326 hartree/bohr
Calculated total energy ... -1984.4809 Ha

2.
Computed, not measured: a structure of composition C19H23IN2O6Ti, with ωB97M-V with the def2-TZVPD basis set.

Last column: Löwdin charge in e.
Element x y z (Å)
Ti 0.48 -0.52 -0.77  1.088
C 3.91 -1.74 1.74  0.011
C 2.74 -1.05 2.40  -0.234
N 2.62 -1.11 3.71  0.160
C 1.60 -0.55 4.34  -0.035
C 0.59 0.14 3.67  -0.102
C -0.63 0.68 4.39  -0.166
O -1.82 0.50 3.62  -0.049
C 0.70 0.25 2.28  -0.062
C -0.22 1.09 1.53  0.024
N -0.40 1.01 0.25  -0.043
C -1.20 2.01 -0.38  -0.336
C -2.49 2.30 0.06  -0.009
C -3.22 3.30 -0.55  -0.031
C -2.67 4.03 -1.60  -0.034
C -1.38 3.76 -2.04  -0.102
C -0.67 2.75 -1.43  -0.555
I 1.34 2.32 -1.95  1.234
C 1.78 -0.38 1.63  -0.193
O 1.81 -0.37 0.28  -0.137
H 4.41 -2.36 2.48  0.097
H 4.62 -1.00 1.37  0.101
H 3.58 -2.35 0.90  0.081
H 1.57 -0.67 5.41  0.137
H -0.52 1.75 4.56  0.142
H -0.72 0.20 5.37  0.137
H -2.22 -0.35 3.83  0.112
H -0.70 1.90 2.06  0.161
H -2.91 1.73 0.89  0.131
H -4.22 3.52 -0.20  0.126
H -3.24 4.82 -2.07  0.126
H -0.94 4.34 -2.84  0.115
C 2.62 -1.43 -2.71  0.015
O 1.33 -0.76 -2.56  -0.425
C 0.44 -0.88 -3.69  -0.111
C -0.86 -1.46 -3.18  -0.111
O -1.21 -0.72 -1.98  -0.300
C -2.56 -1.00 -1.55  0.005
H 3.13 -1.03 -3.58  0.122
H 2.47 -2.51 -2.81  0.118
H 3.20 -1.23 -1.81  0.102
H 0.87 -1.52 -4.45  0.157
H 0.28 0.12 -4.09  0.130
H -0.74 -2.52 -2.91  0.146
H -1.65 -1.36 -3.92  0.158
H -3.26 -0.61 -2.29  0.121
H -2.72 -0.50 -0.60  0.092
H -2.70 -2.07 -1.44  0.119
O -0.61 -1.59 0.55  -0.054
C -0.06 -2.67 0.18  -0.333
O 0.72 -2.60 -0.81  -0.023
H -0.25 -3.61 0.70  0.179

Properties
Charge ... +2
LUMO level ... -7.7 eV
ΔE to the lowest compared entry with this formula, charge and spin ... 0.2 kcal per mole
HOMO-LUMO gap ... 7.3 eV
Maximum force ... 0.03371 hartree/bohr
Calculated total energy ... -2445.4713 Ha

3.
Computed, not measured: the molecule C4H9N, with ωB97M-V with the def2-TZVPD basis set.

Last column: Löwdin charge in e.
Element x y z (Å)
C -1.88 0.22 0.02  -0.102
C -0.63 -0.69 -0.19  -0.241
C 0.62 -0.28 0.44  -0.414
C 1.49 0.79 -0.11  -0.147
N 1.81 -0.63 -0.28  0.005
H -2.26 0.19 1.04  0.060
H -2.66 -0.08 -0.74  0.077
H -1.65 1.30 -0.27  0.084
H -0.82 -1.72 0.05  0.101
H -0.39 -0.59 -1.27  0.120
H 0.65 -0.33 1.55  0.147
H 2.01 1.53 0.49  0.099
H 1.06 1.24 -1.00  0.093
H 2.64 -0.95 0.28  0.118

Properties
Charge ... 0
LUMO level ... 1.2 eV
ΔE to the lowest compared entry with this formula, charge and spin ... 27.8 kcal per mole
HOMO-LUMO gap ... 10.6 eV
Maximum force ... 0.05606 hartree/bohr
Calculated total energy ... -212.5069 Ha

4.
Computed, not measured: a structure of composition C32H35IrN5S2Se, with ωB97M-V with the def2-TZVPD basis set.

Last column: Löwdin charge in e.
Element x y z (Å)
Ir 1.30 0.47 -0.38  0.931
C 1.74 1.04 2.71  -0.073
N 0.59 0.79 1.81  -0.249
C -0.10 -0.46 2.14  -0.174
C 0.83 -1.65 2.06  -0.152
N 1.52 -1.76 0.76  -0.175
C 0.86 -2.74 -0.13  -0.055
C 2.91 -2.13 0.94  -0.297
C 3.22 -3.38 1.48  -0.037
C 4.54 -3.78 1.62  -0.085
C 5.55 -2.93 1.21  -0.084
C 5.25 -1.68 0.70  -0.110
C 3.92 -1.26 0.57  -0.582
S 3.65 0.37 0.00  0.632
C -0.28 1.95 1.82  -0.289
C -1.44 2.02 2.58  -0.017
C -2.17 3.21 2.62  -0.079
C -1.74 4.32 1.91  -0.078
C -0.59 4.23 1.13  -0.101
C 0.13 3.05 1.08  -0.596
S 1.59 2.92 0.11  0.592
H 1.41 0.99 3.76  0.110
H 2.14 2.03 2.52  0.065
H 2.53 0.33 2.53  0.056
H -0.93 -0.57 1.45  0.084
H -0.50 -0.44 3.16  0.131
H 0.24 -2.55 2.27  0.132
H 1.58 -1.57 2.84  0.125
H 0.63 -3.67 0.40  0.096
H 1.52 -2.96 -0.97  0.103
H -0.05 -2.32 -0.53  0.042
H 2.42 -4.04 1.79  0.115
H 4.76 -4.76 2.03  0.101
H 6.59 -3.24 1.29  0.105
H 6.03 -1.00 0.39  0.103
H -1.80 1.17 3.13  0.110
H -3.07 3.26 3.22  0.109
H -2.30 5.24 1.94  0.108
H -0.25 5.08 0.55  0.113
C -2.03 2.52 -3.05  -0.088
C -1.74 2.74 -1.56  -0.227
C -2.56 1.83 -0.69  -0.170
C -3.74 2.30 -0.14  -0.044
C -4.57 1.47 0.60  -0.072
C -4.22 0.15 0.77  -0.046
C -3.04 -0.37 0.22  -0.188
C -2.79 -1.85 0.39  -0.212
C -3.69 -2.68 -0.52  -0.075
C -2.19 0.49 -0.48  -0.179
N -0.93 0.05 -1.01  0.013
C -0.92 -0.66 -2.10  -0.110
C 0.29 -1.03 -2.70  -0.364
C 0.58 -1.79 -3.84  -0.030
C 1.96 -1.78 -3.97  -0.069
C 2.47 -1.02 -2.91  -0.165
N 1.46 -0.59 -2.14  -0.183
H -1.42 3.18 -3.67  0.057
H -3.08 2.70 -3.27  0.080
H -1.79 1.49 -3.34  0.061
H -1.96 3.78 -1.31  0.113
H -0.69 2.57 -1.36  -0.010
H -4.02 3.34 -0.31  0.120
H -5.48 1.86 1.04  0.106
H -4.86 -0.52 1.33  0.116
H -2.98 -2.12 1.43  0.119
H -1.75 -2.08 0.17  0.063
H -4.74 -2.48 -0.32  0.074
H -3.51 -3.75 -0.37  0.075
H -3.50 -2.45 -1.57  0.069
H -1.86 -0.93 -2.58  0.148
H -0.15 -2.28 -4.47  0.105
H 2.55 -2.24 -4.75  0.094
H 3.49 -0.76 -2.68  0.095
Se 1.50 2.51 -2.82  0.730
C 3.27 2.43 -3.13  -0.801
N 4.41 2.39 -3.36  0.062

Properties
Charge ... 0
LUMO level (spin up / spin down) ... -0.8 / -1.6 eV
ΔE to the lowest compared entry with this formula, charge and spin ... 42.5 kcal per mole
Expectation value of S² ... 0.82
HOMO-LUMO gap (spin up / spin down) ... 6.6 / 5.7 eV
2S+1 ... 2
Maximum force ... 0.05905 hartree/bohr
Calculated total energy ... -4816.2930 Ha

5.
Computed, not measured: a cluster of 2 separate species, FH2PS in total, with ωB97M-V with the def2-TZVPD basis set.

Last column: Löwdin charge in e.
Element x y z (Å)
F -2.70 0.25 0.74  -0.447
P -1.94 0.34 -0.66  0.797
S 0.84 1.61 -0.13  0.215
H -0.80 -0.30 -0.32  -0.264
H 1.19 1.69 1.16  -0.300

Properties
Charge ... 0
LUMO level (spin up / spin down) ... -1.5 / -2.3 eV
ΔE to the lowest compared entry with this formula, charge and spin ... 60.5 kcal per mole
HOMO-LUMO gap (spin up / spin down) ... 8.0 / 6.8 eV
Maximum force ... 0.03190 hartree/bohr
Calculated total energy ... -840.5220 Ha

6.
Computed, not measured: the ion C5H15N2 with charge +1, with ωB97M-V with the def2-TZVPD basis set.

Last column: Löwdin charge in e.
Element x y z (Å)
N -0.46 -1.34 -2.85  -0.014
C -0.11 -1.54 -1.48  -0.339
C -1.11 -0.72 -0.66  -0.228
C -0.77 0.79 -0.70  -0.162
C 0.37 1.24 0.35  -0.171
C 0.70 0.34 1.52  -0.150
N 0.87 1.09 2.85  0.178
H 0.45 -1.42 -3.38  0.109
H -1.24 -2.05 -2.96  0.120
H 0.82 -1.06 -1.29  0.085
H -0.13 -2.64 -1.04  0.147
H -2.07 -0.75 -1.11  0.103
H -1.23 -1.09 0.32  0.065
H -1.67 1.47 -0.72  0.120
H -0.30 1.04 -1.69  0.117
H 1.29 1.25 -0.30  0.123
H 0.22 2.31 0.60  0.119
H 1.61 -0.31 1.65  0.149
H -0.24 -0.28 1.71  0.132
H 1.88 1.07 3.01  0.160
H 0.41 0.56 3.63  0.196
H 0.70 2.02 2.52  0.141

Properties
Charge ... +1
LUMO level ... -3.8 eV
ΔE to the lowest compared entry with this formula, charge and spin ... 62.7 kcal per mole
HOMO-LUMO gap ... 8.4 eV
Maximum force ... 0.06408 hartree/bohr
Calculated total energy ... -308.6928 Ha